The following is a DFT calculation (ωB97M-V with the def2-TZVPD basis set) of a molecular structure, C9H15INO.

ORCA input file:
```
! wB97M-V def2-TZVPD RIJCOSX def2/J DEFGRID3
* xyz 1 1
C -2.70590 0.28724 1.16877
C 1.37212 -1.37722 -0.21235
C -1.64271 1.04627 2.00180
C 0.64787 1.02412 0.56329
C 1.01901 0.07719 -0.58156
C 0.46417 -1.87985 -1.35286
C -0.11357 -0.45006 -1.49521
C -1.59420 0.12016 0.18626
C 1.18579 -2.37709 -2.59079
N -0.71125 0.74415 0.91718
O -1.45722 -0.39810 -0.96901
I 1.24899 4.36886 2.86493
H -3.06688 -0.64335 1.60057
H -3.55563 0.86886 0.82326
H 2.42115 -1.63951 -0.30127
H 1.01436 -1.66212 0.77479
H -1.81368 2.11416 2.13141
H -1.36390 0.59468 2.95263
H 1.30202 0.86983 1.42618
H 0.73704 2.07243 0.26021
H 1.80059 0.53521 -1.18672
H -0.28897 -2.60652 -1.04946
H -0.17465 -0.04357 -2.50535
H 1.90234 -1.64417 -2.94913
H 0.47227 -2.58378 -3.38400
H 1.71720 -3.29609 -2.36145
H 1.18366 5.87829 3.26791
*
```

The calculation puts the energy relative to the best compared isomer or geometry (same formula, charge and spin) at 0.000 eV. The calculation puts the gap between HOMO and LUMO at 10.03 eV. Its LUMO energy is -2.8 eV.


The following is a DFT calculation (ωB97M-V with the def2-TZVPD basis set) of a gas-phase ion, C9H15N2O (charge +1).

ORCA input file:
```
! wB97M-V def2-TZVPD RIJCOSX def2/J DEFGRID3
* xyz 1 1
C 0.55048 2.74324 -0.88482
N 0.16025 1.73715 0.08064
C -0.34106 2.45504 1.27949
C 1.30229 0.80528 0.38129
O 2.29605 1.30809 1.13551
N 0.37388 -0.45296 1.10042
C -0.11194 -1.43293 0.20824
C -1.25282 -1.06719 -0.50840
C -1.89077 -2.04297 -1.15840
C -1.29872 -3.29148 -1.43437
C -0.21146 -3.70540 -0.65155
C 0.44024 -2.71057 0.15991
H 1.43904 3.27447 -0.51970
H 0.82242 2.46267 -1.87608
H -0.25070 3.51566 -0.88150
H -0.63666 1.17326 -0.25258
H 0.45002 3.24712 1.43486
H -1.43338 2.63857 1.19477
H -0.05977 1.90730 2.11351
H 1.81757 0.40365 -0.57105
H 1.98390 1.66324 1.95573
H 0.92033 -1.07978 1.71595
H -1.84123 -0.19760 -0.49041
H -2.76019 -1.78151 -1.64382
H -1.94695 -3.95423 -1.95849
H 0.09071 -4.72627 -0.56549
H 1.38849 -2.89185 0.63633
*
```

The calculation puts the energy relative to the best compared isomer or geometry (same formula, charge and spin) at 2.989 eV. The calculation puts the gap between HOMO and LUMO at 9.13 eV. Its LUMO energy is -2.8 eV.


The following is a DFT calculation (ωB97M-V with the def2-TZVPD basis set) of a molecular structure, C9H15N2O2S.

ORCA input file:
```
! wB97M-V def2-TZVPD RIJCOSX def2/J DEFGRID3
* xyz 1 1
C -1.73242 0.14422 -2.42006
C -2.33117 0.93906 -0.15273
C -0.88465 -0.80614 -1.80090
C -1.59909 -0.06085 0.40903
C -2.44310 1.04780 -1.61043
C -0.96001 -0.87924 -0.43724
C -3.33340 2.00369 -2.23034
C 2.36833 -0.17911 0.35709
C 2.35252 -2.03553 1.96456
N 0.72253 0.10770 2.27147
N 1.65108 -1.07468 1.22579
O -0.31280 -2.74070 1.38414
O 1.06803 -2.73567 -0.62715
S 0.30690 -2.00952 0.32652
H -1.76275 0.23642 -3.51769
H -2.92131 1.66895 0.50041
H -0.36984 -1.43255 -2.47030
H -1.61293 -0.20772 1.55366
H -2.82014 2.76746 -2.74577
H -3.89516 1.41581 -2.94311
H -3.94521 2.46054 -1.44821
H 2.16001 -0.47034 -0.70238
H 2.19558 0.84117 0.55488
H 3.34852 -0.27542 0.59801
H 1.91957 -2.30640 2.94574
H 2.71625 -2.87991 1.22722
H 3.35879 -1.57902 2.19899
H 1.35728 0.60926 2.93059
H 0.04150 -0.43296 2.98397
*
```

The calculation puts the energy relative to the best compared isomer or geometry (same formula, charge and spin) at 2.286 eV. The calculation puts the gap between HOMO and LUMO at 8.23 eV. Its LUMO energy is -4.7 eV.